Below is a molecular structure, C19H27AuN2O2PS2 in a non-equilibrium geometry, with properties calculated with the ωB97M-V functional and the def2-TZVPD basis.

ORCA input file:
```
! RIJCOSX wB97M-V def2-TZVPD def2/J DEFGRID3
* xyz 0 2
Au -1.554 0.154 0.924
C -1.372 -5.734 -1.151
C -1.899 -4.436 -1.712
O -2.800 -3.840 -0.739
P -2.714 -2.330 -0.322
S -3.875 -0.632 0.653
S -0.924 -2.098 0.636
O -2.528 -1.719 -1.797
C -2.726 -0.393 -2.302
C -3.034 -0.501 -3.781
H -0.635 -6.141 -1.844
H -2.178 -6.457 -1.027
H -0.902 -5.562 -0.183
H -2.468 -4.592 -2.627
H -1.084 -3.746 -1.926
H -1.815 0.189 -2.136
H -3.536 0.091 -1.764
H -2.356 -1.214 -4.251
H -2.905 0.471 -4.256
H -4.055 -0.846 -3.941
C 3.234 2.461 3.473
C 2.339 1.231 3.287
C 2.652 0.491 2.005
C 3.840 -0.235 1.948
C 4.180 -0.976 0.832
C 3.330 -0.989 -0.263
C 2.145 -0.268 -0.256
C 1.309 -0.185 -1.507
C 1.605 1.104 -2.282
C 1.804 0.474 0.887
N 0.561 1.144 0.899
C 0.435 2.392 1.198
C -0.844 2.979 1.373
C -1.234 4.295 1.629
C -2.630 4.293 1.661
C -3.031 2.973 1.436
N -1.962 2.186 1.270
H 3.098 2.892 4.466
H 3.009 3.232 2.734
H 4.285 2.191 3.359
H 1.293 1.532 3.320
H 2.510 0.550 4.123
H 4.502 -0.226 2.807
H 5.106 -1.537 0.814
H 3.592 -1.567 -1.141
H 0.253 -0.205 -1.238
H 1.517 -1.052 -2.136
H 1.391 1.976 -1.662
H 0.988 1.163 -3.181
H 2.654 1.143 -2.577
H 1.313 3.036 1.267
H -0.569 5.129 1.789
H -3.281 5.139 1.814
H -4.032 2.570 1.393
*
```

Output
<S²>	0.756
frontier orbital gap (alpha / beta)	0.2314 / 0.2535	Ha
E_LUMO (alpha / beta)	-0.654 / -0.845	eV
ΔE to the lowest compared entry with this formula, charge and spin	0.0	kJ/mol